Here is a cluster of 3 separate species, C25H53BF5O10P2 in total from OMol25. Energies are from ωB97M-V/def2-TZVPD.

Structure (XYZ):
```
96
Properties=species:S:1:pos:R:3
C 1.09138 -4.79628 -1.80754
C 0.49779 -4.40428 -3.25085
C -0.32607 -3.03357 -3.12435
F -0.98792 -3.03019 -1.81148
B -1.38032 -2.79193 -4.36595
C -2.17792 -1.34601 -4.22064
C -1.22029 -0.10796 -3.87319
C -1.62181 0.40190 -2.40281
F -0.70500 1.36289 -1.86226
C -2.49805 -3.97778 -4.54323
C -3.55067 -4.08607 -3.33545
C -5.02105 -3.88123 -3.91452
C -6.17998 -3.93853 -2.82357
O -6.00098 -3.02570 -1.71752
C -5.41787 -3.63943 -0.60159
C -4.30701 -2.79838 0.19433
O -5.70490 -4.74861 -0.14089
C -0.47701 -2.79095 -5.76153
F 0.84747 -2.28315 -5.58331
F -0.29068 -4.09999 -6.31019
F -1.03734 -2.02452 -6.81080
H 2.12316 -5.28280 -1.93600
H 0.43419 -5.55731 -1.26087
H 1.28110 -3.86892 -1.16830
H 1.39267 -4.21419 -3.93181
H -0.09333 -5.25356 -3.70965
H 0.47053 -2.21134 -3.04392
H -2.75907 -1.07655 -5.17176
H -2.97665 -1.37747 -3.39354
H -0.11229 -0.31668 -3.97461
H -1.48198 0.73208 -4.59164
H -2.65845 0.87950 -2.50111
H -1.73330 -0.52678 -1.74624
H -2.05987 -5.02213 -4.68733
H -3.08997 -3.76069 -5.50528
H -3.51686 -5.13292 -2.87344
H -3.40062 -3.32137 -2.51526
H -5.09688 -2.87438 -4.44846
H -5.21895 -4.67412 -4.71770
H -7.13973 -3.60764 -3.35762
H -6.34700 -5.01937 -2.53454
H -4.75687 -2.60340 1.23103
H -4.13850 -1.77493 -0.26455
H -3.36249 -3.39037 0.37218
O -0.52002 4.71725 1.47067
P 1.00782 4.81224 1.53954
O 1.06523 6.45595 1.75508
C 0.67524 6.98189 3.01571
C 1.73700 6.73224 4.07089
O 1.20143 4.74059 -0.10591
C 0.40120 3.83608 -0.87328
C -0.65967 4.61018 -1.63100
O 2.70918 4.77809 1.68786
C 3.62997 5.23236 0.70025
C 3.66032 6.73595 0.51549
H -0.28327 6.55533 3.32259
H 0.53244 8.05689 2.88600
H 1.85805 5.66122 4.25721
H 1.46697 7.21772 5.01199
H 2.70674 7.11268 3.74411
H -0.04511 3.06859 -0.23908
H 1.05953 3.32534 -1.58065
H -1.23956 5.25578 -0.96756
H -1.34397 3.93171 -2.14462
H -0.19323 5.26414 -2.37350
H 3.48344 4.71464 -0.24830
H 4.61625 4.91784 1.05653
H 2.76131 7.09342 0.01145
H 4.51885 7.02507 -0.09699
H 3.73045 7.24874 1.47620
O 1.79049 -2.42697 2.83553
P 1.63041 -1.40895 3.96831
O 2.14672 -0.08554 3.11689
C 1.29044 0.44663 2.11174
C 0.12610 1.20289 2.72403
O 3.04867 -1.83352 4.72456
C 3.42277 -3.20720 4.80399
C 4.55444 -3.48652 3.83344
O 1.27918 -0.39460 5.29762
C 2.24691 0.20210 6.15536
C 3.06212 1.30428 5.50964
H 0.93232 -0.35224 1.45813
H 1.89138 1.12660 1.50362
H -0.52099 0.52943 3.29352
H -0.47390 1.68211 1.94645
H 0.48150 1.96917 3.41742
H 2.56829 -3.86112 4.61506
H 3.75821 -3.40261 5.82727
H 4.30905 -3.15684 2.82221
H 4.79060 -4.55321 3.80530
H 5.45248 -2.93815 4.13139
H 2.88603 -0.55058 6.61892
H 1.67348 0.64537 6.97601
H 3.77552 0.90218 4.78905
H 3.63119 1.84884 6.26837
H 2.41942 2.01167 4.98326
```

As for the spin multiplicity: 1. As for the charge: -1. As for the strongest force on any atom: 9.3 eV/Å. For the total energy, the calculation gives -2943.62334 Eh. The value obtained for the HOMO-LUMO gap is 5.9 eV.